Record 1
Molecular formula: C2H14O5
Method: DFT, ωB97M-V/def2-TZVPD

Positions of all 21 atoms, in Å:
C 1.9999 2.2555 2.1160
C 1.0358 1.8033 1.3635
H 1.9790 2.5134 3.1437
H 2.8768 2.6200 1.6299
H 0.1680 1.2503 1.6396
H 1.1566 1.8399 0.3062
O 1.4696 -0.5753 -2.0598
H 0.7163 -0.0477 -2.2010
H 1.9688 0.0133 -1.5030
O -1.0025 1.6471 -1.2927
H -0.3529 2.3391 -1.1166
H -1.0210 0.9858 -0.6020
O -2.0210 0.3331 1.3783
H -2.8984 0.3468 1.6251
H -1.8244 -0.3935 0.7540
O -1.7416 -1.8243 -0.1542
H -2.1755 -2.0495 -0.9846
H -0.8892 -2.2651 -0.2958
O 0.7309 -2.8605 -0.6318
H 1.0825 -2.1365 -1.1129
H 1.5040 -3.2448 -0.2120

Summary:
LUMO level in eV: 0.45
Energy above the lowest of the compared OMol25 structures with the same formula, charge and spin in eV: 1.390
E_HOMO in eV: -10.3
Charge: 0
SMILES: C=C.O.O.O.O.O

Record 2
Molecular formula: C2H3P3
Method: DFT, ωB97M-V/def2-TZVPD

Positions of all 8 atoms, in Å:
C 0.0385 -1.1977 1.8316
P -0.9004 -0.0981 1.2051
P 0.3171 1.5929 0.3610
P 0.1711 1.0548 -1.7852
C 0.5443 -0.5345 -1.7421
H 0.2960 -2.1644 2.1229
H -0.8705 2.5156 0.6943
H 0.4039 -1.1686 -2.6876

Summary:
LUMO level (spin up / spin down) in eV: -1.05 / -1.53
Energy above the lowest of the compared OMol25 structures with the same formula, charge and spin in eV: 5.531
E_HOMO (spin up / spin down) in eV: -8.6 / -7.8
Charge: 0
SMILES: C#P=[PH]=P#C

> charge of number 2 (C2H3P3)?

0